No. 1
ORCA calculation (ωB97M-V with the def2-TZVPD basis set) on a molecular structure, C3H2O4Pr.

XYZ file:
```
10
Properties=species:S:1:pos:R:3:forces:R:3:mulliken_charge:R:1
H 0.0936 -1.6193 -0.6070 -0.54 0.19 1.34 0.26
C 1.6454 -0.4537 0.1040 -0.39 -1.21 1.24 0.01
C 0.3350 -0.7966 0.0988 0.91 -0.29 -2.38 -0.35
O -0.5211 0.3009 0.1410 1.46 0.68 0.88 -0.28
C -1.9028 0.2297 -0.2460 -2.07 -1.62 -1.00 0.61
O -2.4700 -0.8348 -0.0137 0.68 0.70 0.12 -0.62
O -2.2574 1.2630 -0.8211 0.56 0.93 0.62 -0.68
Pr 0.6432 2.3925 0.8195 -0.79 -0.55 -0.56 1.40
O 2.0420 0.7783 0.3894 0.34 0.79 0.25 -0.73
H 2.3922 -1.2601 0.1353 -0.15 0.38 -0.50 0.37
```
Forces are in eV/Å.

Summary:
- E_HOMO (alpha / beta) (eV) = -7.504 / -7.915
- <S²> = 3.753
- LUMO level (alpha / beta) (eV) = -1.53 / -1.68
- multiplicity = 4
- gap between HOMO and LUMO (alpha / beta) (eV) = 5.98 / 6.24

No. 2
ORCA calculation (ωB97M-V with the def2-TZVPD basis set) on 2 unconnected molecules or ions with the total composition C5H13NP.

XYZ file:
```
20
Properties=species:S:1:pos:R:3:forces:R:3:mulliken_charge:R:1
C 0.3796 -2.3022 -0.2852 0.26 -1.30 -1.16 -1.06
C -0.3611 -1.5178 0.7363 1.80 -1.21 -0.06 -0.23
C -1.9128 0.1859 1.5098 -3.59 -0.98 2.22 -1.41
C -1.0274 -0.4056 0.5713 0.73 0.04 -2.48 0.02
C 1.1892 1.4641 -0.5297 2.82 -1.74 -3.85 -0.03
N 2.3502 0.9012 -0.9692 -2.72 1.66 2.28 -0.25
P -0.1003 2.0961 -1.6377 1.20 0.43 -0.69 -0.01
H -0.0718 -2.1417 -1.2845 0.54 0.02 0.28 0.30
H 1.5286 -2.1271 -0.3509 -1.91 -0.53 0.32 0.18
H -0.2506 -2.0876 1.6440 -0.64 0.70 0.95 0.39
H -2.9680 -0.3131 1.2716 1.86 1.26 0.83 0.28
H -1.7213 0.1094 2.6155 0.06 -0.51 -1.17 0.33
H -2.0205 1.2111 1.3435 -0.44 1.80 -0.34 0.33
H -1.0864 0.0551 -0.4763 0.07 -1.02 1.31 0.52
H 0.8325 1.0907 0.3658 -0.40 -0.87 1.92 0.49
H 2.6779 0.1398 -0.3554 0.64 0.84 -0.67 0.29
H 2.8888 1.3192 -1.7344 -0.28 -0.79 0.17 0.27
H 0.1166 -3.3959 -0.0215 1.07 1.51 -0.65 0.36
H -0.9209 2.3418 -0.5870 -0.86 0.70 0.84 0.09
H 0.4778 3.3764 -1.8262 -0.21 0.00 -0.04 0.15
```
Forces are in eV/Å.

Summary:
- E_HOMO (eV) = -12.732
- LUMO level (eV) = -5.82
- multiplicity = 1
- gap between HOMO and LUMO (eV) = 6.92
- total charge = +1

No. 3
ORCA calculation (ωB97M-V with the def2-TZVPD basis set) on a molecular structure, C26H46AlClNO4S2.

XYZ file:
```
81
Properties=species:S:1:pos:R:3:forces:R:3:mulliken_charge:R:1
C -1.4127 8.1289 -0.5042 -0.48 0.06 0.14 -0.75
C -2.7340 7.9696 0.4532 0.22 0.73 0.52 -0.45
C -4.1127 7.5620 -0.3347 0.54 0.23 -0.42 -0.63
C -4.0406 6.1621 -1.1860 -0.49 -0.73 0.06 -0.62
C -3.3583 4.8992 -0.3899 1.27 -0.21 0.76 -0.46
C -2.0327 4.2598 -1.1828 -1.51 -0.09 0.23 -0.06
C -2.6388 3.3396 -2.3928 0.80 0.18 -0.87 -0.54
C -1.6566 2.0745 -2.8419 -2.16 -0.13 -1.08 -0.91
N -0.8509 1.5010 -1.7223 2.70 0.78 -2.32 0.68
C -0.9915 0.0186 -1.5308 -1.61 -1.68 1.67 -0.95
C -2.1316 -0.1705 -0.3207 0.16 0.69 -0.74 -0.12
C -2.4621 -1.7358 0.0268 -1.29 1.20 1.63 -0.55
C -2.3057 -1.9035 1.6826 0.31 -0.36 -0.21 -0.77
C -0.7172 -1.7520 2.0903 -0.36 -1.25 0.22 0.30
C -0.1418 -3.1846 2.7104 0.88 1.28 0.04 -0.42
C 1.4211 -2.8741 3.1878 -0.10 -0.09 -1.18 -0.45
C 2.3823 -2.5964 1.8540 0.46 0.32 0.35 -0.52
C 0.5379 2.0326 -1.5766 0.60 -1.64 2.85 -0.28
S 1.3162 1.7266 -0.0554 -1.53 0.43 -2.83 -0.19
S 1.5424 3.0311 -2.7991 -1.17 -0.34 -0.44 -0.15
C 3.1592 2.2027 -3.2508 2.11 -0.14 -0.13 -0.50
C 4.2297 2.0930 -1.9850 -0.40 -1.06 -0.27 -0.56
C 4.3690 0.4944 -1.6421 -0.34 0.34 -0.16 -0.24
Al 6.1049 0.0908 -0.5826 -0.80 -0.26 -0.42 0.24
Cl 5.7873 0.1093 1.6728 0.03 0.06 -0.49 -0.49
H -1.3652 7.2135 -1.2314 0.19 1.80 1.41 0.11
H -1.4643 9.1266 -1.1377 0.00 -2.10 1.24 0.28
H -0.4589 8.1935 0.1742 -1.78 -0.27 -1.44 0.26
H -2.9103 9.0320 0.9565 0.23 -2.21 -0.99 0.31
H -2.4836 7.2413 1.3637 -0.64 1.41 -2.15 0.26
H -4.3183 8.4239 -1.1321 0.23 -1.75 1.83 0.26
H -4.9836 7.5218 0.4499 1.61 0.09 -1.58 0.27
H -5.1499 5.8199 -1.4612 2.35 0.98 0.46 0.28
H -3.4620 6.3142 -2.2053 -1.16 -0.20 2.11 0.31
H -4.1140 4.0027 -0.1740 1.55 2.02 -0.67 0.40
H -2.9388 5.1972 0.6873 -1.13 -0.31 -2.33 0.20
H -1.4288 3.6846 -0.3633 -1.08 0.76 -1.87 0.09
H -1.3419 5.0761 -1.6569 -1.33 -1.41 1.05 0.03
H -2.7223 4.0356 -3.3588 0.07 -1.48 2.04 0.22
H -3.7276 2.9433 -2.1935 2.22 0.76 -0.01 0.31
H -2.4149 1.2242 -3.1995 1.74 1.76 0.73 0.29
H -1.0763 2.4011 -3.8011 -0.52 -0.68 2.00 0.40
H -0.0258 -0.5536 -1.2029 -1.59 1.60 -0.62 0.30
H -1.4292 -0.5710 -2.4584 0.99 1.56 1.48 0.23
H -3.1173 0.3852 -0.6994 2.05 -1.24 0.73 0.25
H -1.7678 0.4710 0.6137 -0.59 -1.63 -1.94 0.14
H -3.6286 -1.8865 -0.1732 2.65 -0.04 0.03 0.32
H -1.7928 -2.4900 -0.5667 -1.30 1.39 1.21 0.29
H -2.7089 -2.9812 2.0003 0.89 2.32 -0.61 0.32
H -2.9478 -1.0910 2.2729 1.24 -1.72 -1.56 0.27
H -0.1374 -1.5154 1.0906 -0.97 -0.27 2.29 -0.38
H -0.5204 -0.9425 2.9234 -0.45 -1.41 -1.92 0.24
H -0.1759 -3.9985 1.8618 0.13 1.44 1.76 0.13
H -0.7480 -3.5371 3.6596 0.97 0.75 -2.03 0.30
H 1.4561 -1.8973 3.8544 -0.15 -2.16 -1.22 0.31
H 1.8236 -3.7974 3.7858 -0.64 1.83 -0.99 0.19
H 2.0995 -1.5745 1.3075 0.54 -2.33 1.25 0.08
H 3.5211 -2.4741 2.1880 -2.51 -0.29 -0.75 0.30
H 2.3108 -3.4822 1.0762 0.05 1.77 1.58 0.09
H 3.6957 2.9157 -4.0437 -1.81 -1.09 1.54 0.26
H 2.9995 1.1787 -3.8139 0.20 2.04 1.46 0.34
H 3.8485 2.7537 -1.0803 0.76 -1.53 -1.91 0.24
H 5.3063 2.4881 -2.2983 -2.37 -0.77 0.45 0.33
H 3.4437 0.0272 -1.0932 1.38 1.13 -1.14 -0.12
H 4.4697 -0.0697 -2.6722 -0.16 1.00 1.82 0.20
H 7.1875 1.1371 -1.0911 0.26 0.39 0.17 -0.26
H 6.5590 -1.3750 -1.0455 0.08 -0.29 0.19 -0.25
C 1.7982 -8.6183 3.0632 -0.20 -0.51 -0.04 -0.75
C 1.9300 -7.4215 2.4879 1.09 1.27 1.36 0.35
C 1.3686 -7.1468 1.1362 -0.21 0.72 -0.96 0.91
O 1.4891 -6.0317 0.6413 0.01 -0.88 0.62 -0.52
C 0.6850 -8.2464 0.4375 0.08 0.26 0.02 -0.93
C 0.5563 -9.4441 1.0115 -0.86 -0.89 -1.26 0.33
C 1.0935 -9.7103 2.3741 0.34 -0.35 0.95 0.91
O 0.9435 -10.8160 2.8831 -0.08 0.54 -0.60 -0.62
O -0.0827 -10.4827 0.3594 0.90 0.77 1.43 -0.58
O 2.5934 -6.3910 3.1284 -1.13 -1.13 -1.54 -0.59
H 2.1994 -8.8310 4.0461 -0.03 0.02 -0.07 0.42
H 0.2973 -8.0384 -0.5516 0.02 0.00 0.06 0.43
H -0.0475 -11.2421 0.9811 0.00 0.34 -0.24 0.34
H 2.5529 -5.6300 2.5091 0.05 -0.12 0.24 0.27
```
Forces are in eV/Å.

Summary:
- E_HOMO (eV) = -4.842
- LUMO level (eV) = -0.24
- multiplicity = 1
- gap between HOMO and LUMO (eV) = 4.60
- total charge = -1

| no. | maximum force (eV/A) | energy (eV) |
| --- | --- | --- |
| 1 | 2.8 | -25400.024 |
| 2 | 5.1 | -16164.798 |
| 3 | 3.6 | -78171.258 |